[1]
Entry from the Open Molecules 2025 dataset: 2 unconnected molecules or ions with the total composition C8H11N4OP at a distorted geometry (the ωB97M-V functional and the def2-TZVPD basis).

Summary:
DFT total energy: -947.001024 a.u.
Relative energy (zero: lowest compared OMol25 entry of this formula, charge and spin): 43.82 kcal per mole
Molar mass: 210.18 Da
Net charge: 0
Gap between HOMO and LUMO: 8.97 eV

Geometry (Å):
1 H 0.49833 -0.69270 -3.33055
2 C -0.10603 1.22429 2.15270
3 H -0.30157 2.98109 3.08599
4 H 3.00915 -0.26512 -0.37184
5 H -3.05935 2.86873 2.25231
6 C -0.91292 2.30070 2.50627
7 H -2.46750 -0.81849 0.54903
8 H 3.09005 -1.07417 -1.99121
9 H -3.72926 0.99106 1.14375
10 P 1.02391 1.38359 -0.64299
11 N 1.38874 -0.27544 2.01659
12 C -2.25112 2.19760 2.17361
13 C 0.15464 -0.71154 -2.13901
14 C 2.44835 -0.76013 -1.05882
15 C -0.62608 0.01641 1.52073
16 N 1.15864 -0.10454 -1.31262
17 N 1.15836 0.94512 2.42693
18 H -0.04713 -1.77222 -2.08998
19 C -2.70536 1.06693 1.38430
20 H 2.17022 -1.71111 -0.64744
21 H 2.33616 -0.63521 2.23966
22 H -0.59576 -0.02476 -2.04904
23 C -1.95976 -0.02245 1.07660
24 N 0.35994 -0.87974 1.42640
25 O -0.33802 1.86492 -0.91505

These are the natural (NBO) partial charges, in e, on atoms 1 to 8:
1. H 0.167
2. C 0.046
3. H 0.233
4. H 0.203
5. H 0.221
6. C -0.194
7. H 0.226
8. H 0.193

***

[2]
Entry from the Open Molecules 2025 dataset: a gas-phase ion, C8H11N6 (charge +1) at a distorted geometry (the ωB97M-V functional and the def2-TZVPD basis).

Summary:
DFT total energy: -639.583080 a.u.
Relative energy (zero: lowest compared OMol25 entry of this formula, charge and spin): 146.29 kcal per mole
Molar mass: 191.22 Da
Net charge: +1
Gap between HOMO and LUMO (alpha / beta): 6.34 / 6.58 eV

Geometry (Å):
1 H -0.12699 2.91074 0.28690
2 H 2.52129 0.05835 -2.92903
3 N -1.62850 -1.10341 2.30801
4 N 2.40548 0.97499 -1.19544
5 H 1.63623 -2.43266 -3.26224
6 H -0.88496 -1.41550 -2.18732
7 H -0.33315 -1.76775 0.82373
8 N -0.75636 2.71675 0.99515
9 C -0.69043 -0.87930 1.43165
10 C -1.86470 1.26695 2.51917
11 H -2.93229 -0.19240 3.64648
12 H -2.45012 2.01658 2.94536
13 N 0.12931 -1.47511 -2.22978
14 C -0.87102 1.51949 1.59042
15 C 1.87529 0.11931 -1.96810
16 N 0.71802 -0.42872 -1.84872
17 C 1.83303 1.21918 -0.05057
18 C -2.22952 -0.08546 2.88076
19 N 0.89867 0.39370 0.26289
20 C 0.77765 -2.70870 -2.50957
21 H -1.25393 3.56890 1.17359
22 H -0.04515 -3.37802 -2.88977
23 C -0.13092 0.35223 1.07118
24 H 1.15023 -3.14489 -1.51614
25 H 2.25286 1.89475 0.65139

These are the natural (NBO) partial charges, in e, on atoms 1 to 8:
1. H 0.390
2. H 0.235
3. N -0.448
4. N -0.443
5. H 0.243
6. H 0.414
7. H 0.188
8. N -0.740

***

[3]
Entry from the Open Molecules 2025 dataset: a single C8H11NO molecule at a distorted geometry (the ωB97M-V functional and the def2-TZVPD basis).

Summary:
DFT total energy: -441.197312 a.u.
Relative energy (zero: lowest compared OMol25 entry of this formula, charge and spin): 157.04 kcal per mole
Molar mass: 137.18 Da
Net charge: 0
Gap between HOMO and LUMO: 7.01 eV

Geometry (Å):
1 H -3.60116 -0.31382 -0.99057
2 C -2.56860 0.77235 1.07463
3 C -1.81001 -0.09181 0.13630
4 H -2.28718 -1.19265 -1.53206
5 H -3.57515 0.47575 1.34313
6 C 2.79750 -0.52683 0.82617
7 H 3.68144 -0.95699 1.40019
8 C 1.80229 -1.38279 0.31553
9 O -0.58639 -0.09886 0.13587
10 C 0.73898 0.34385 -0.91746
11 H -2.51998 1.77535 0.63569
12 H -0.30187 0.62838 -1.42917
13 C 0.84105 -0.92703 -0.48916
14 H 3.74767 1.43035 0.17152
15 H -2.08531 0.89874 2.01558
16 H 0.10424 -1.67611 -0.64786
17 N -2.64426 -0.81197 -0.67769
18 C 1.75972 1.19152 -0.68566
19 C 2.80202 0.73701 0.06397
20 H 1.89252 -2.38656 0.61278
21 H 1.81248 2.11213 -1.36174

These are the natural (NBO) partial charges, in e, on atoms 1 to 8:
1. H 0.401
2. C -0.716
3. C 0.715
4. H 0.394
5. H 0.224
6. C -0.241
7. H 0.216
8. C -0.283

***

[4]
Entry from the Open Molecules 2025 dataset: a single C8H11NO molecule at a distorted geometry (the ωB97M-V functional and the def2-TZVPD basis).

Summary:
DFT total energy: -441.339104 a.u.
Relative energy (zero: lowest compared OMol25 entry of this formula, charge and spin): 68.07 kcal per mole
Molar mass: 137.18 Da
Net charge: 0
Gap between HOMO and LUMO: 9.95 eV

Geometry (Å):
1 H 1.41077 -1.35598 2.35324
2 N -1.90188 -1.48490 -1.72380
3 H -1.25942 -1.57036 -2.49968
4 H -2.82095 -2.01951 -1.59362
5 H 1.84576 1.14247 2.42702
6 C -0.88393 0.33027 -0.46505
7 H -1.09613 -0.60661 1.50883
8 H 2.87062 1.01081 0.90400
9 C -2.04549 -0.26740 -1.16433
10 H 2.43430 -1.48636 0.82875
11 C 1.77570 -0.87144 1.44539
12 C -0.63831 0.27558 1.04449
13 C 0.85773 0.07485 0.74725
14 H -0.91848 1.17712 1.60855
15 H 0.15002 2.32431 -0.51189
16 H -0.22896 1.60000 -2.15883
17 C -0.05208 1.42307 -1.09702
18 O -3.21522 0.06510 -0.90164
19 C 0.61186 0.13508 -0.74500
20 C 2.03726 0.61771 1.48938
21 H 1.06683 -0.51380 -1.49604

These are the natural (NBO) partial charges, in e, on atoms 1 to 8:
1. H 0.216
2. N -0.845
3. H 0.397
4. H 0.421
5. H 0.216
6. C -0.121
7. H 0.220
8. H 0.217

***

[5]
Entry from the Open Molecules 2025 dataset: 2 unconnected molecules or ions with the total composition C8H11NO2 at a distorted geometry (the ωB97M-V functional and the def2-TZVPD basis).

Summary:
DFT total energy: -516.439736 a.u.
Relative energy (zero: lowest compared OMol25 entry of this formula, charge and spin): 162.42 kcal per mole
Molar mass: 153.18 Da
Net charge: 0
Gap between HOMO and LUMO: 9.12 eV

Geometry (Å):
1 O 2.37606 -1.34999 2.46846
2 C -0.46480 -0.56565 -1.37907
3 H 0.35855 -1.34976 1.65626
4 H -1.22571 0.56950 0.70778
5 O 0.26457 -2.60115 -0.52738
6 H 3.13709 2.24539 -1.59930
7 C 1.88758 1.12200 -0.27320
8 H 1.05760 -1.54948 -2.29459
9 H -1.40319 0.05973 -1.27902
10 N 2.07054 -0.55100 1.62791
11 C 1.66085 0.04656 0.68850
12 C -0.18806 -1.48633 -0.20967
13 C 3.05353 1.41910 -0.87926
14 C -1.45275 -0.22601 1.46500
15 H 3.81563 0.60017 -0.78759
16 H -1.42014 0.12278 2.47002
17 H -1.02064 -2.47422 1.60405
18 C -0.62140 -1.43656 1.18964
19 C 0.31672 -0.82064 -2.45637
20 H 0.12379 -0.59566 -3.45538
21 H 1.10238 1.89046 -0.32402
22 H -2.45731 -0.39574 1.20233

These are the natural (NBO) partial charges, in e, on atoms 1 to 8:
1. O -0.367
2. C -0.328
3. H 0.250
4. H 0.197
5. O -0.570
6. H 0.223
7. C -0.274
8. H 0.217

***

[6]
Entry from the Open Molecules 2025 dataset: a molecular structure, C8H11NO2P at a distorted geometry (the ωB97M-V functional and the def2-TZVPD basis).

Summary:
DFT total energy: -857.686151 a.u.
Relative energy (zero: lowest compared OMol25 entry of this formula, charge and spin): 40.89 kcal per mole
Molar mass: 184.16 Da
Net charge: +1
Gap between HOMO and LUMO (alpha / beta): 7.21 / 7.20 eV

Geometry (Å):
1 C 1.48386 1.06016 0.44093
2 C 2.81585 1.28814 0.16563
3 C 1.90165 -1.26035 0.41561
4 C -0.34712 -0.54461 0.75956
5 H -4.21682 -1.00823 0.58825
6 H 3.98034 -1.85577 0.06707
7 H 1.69434 -2.28536 0.55548
8 P -1.88881 0.61715 0.37121
9 H -0.56893 -1.66974 0.95346
10 H -4.50425 0.50266 0.75394
11 C 3.22443 -1.06114 0.11318
12 H 5.34255 1.36433 -0.87769
13 O -1.15671 0.30358 1.72721
14 O 4.98943 0.42496 -0.61924
15 H 3.24797 2.22163 -0.08823
16 H 0.77583 1.88619 0.66780
17 H -5.36783 0.35913 -1.46142
18 C -4.35038 -0.00577 -1.30240
19 N -4.05273 -0.11069 0.12164
20 C 3.72466 0.23949 -0.18755
21 H -3.68619 0.68786 -1.78500
22 H -4.00544 -0.89246 -1.78101
23 C 0.96431 -0.26115 0.40158

These are the natural (NBO) partial charges, in e, on atoms 1 to 8:
1. C -0.135
2. C -0.285
3. C -0.130
4. C -0.047
5. H 0.415
6. H 0.243
7. H 0.225
8. P 1.153

***

[7]
Entry from the Open Molecules 2025 dataset: a molecular structure, C8H11NO2S2 at a distorted geometry (the ωB97M-V functional and the def2-TZVPD basis).

Summary:
DFT total energy: -1312.770552 a.u.
Relative energy (zero: lowest compared OMol25 entry of this formula, charge and spin): 0.00 kcal per mole
Molar mass: 217.31 Da
Net charge: 0
Gap between HOMO and LUMO (alpha / beta): 6.14 / 6.94 eV
2S+1: 3

Geometry (Å):
1 H -3.27910 -0.78540 0.93355
2 C -0.37304 -0.34093 0.92553
3 C 1.01863 -0.45951 0.36613
4 C -1.04745 1.47168 0.41153
5 C 0.23216 2.27352 -0.01830
6 H -0.50941 -0.44180 1.99244
7 C 0.72294 2.16320 -1.22702
8 H -2.74511 -2.41654 1.65630
9 H 0.70740 2.82436 0.72121
10 H 1.76777 2.46978 -1.43130
11 S 2.45535 0.17827 1.34925
12 C 2.51160 -0.39795 -1.20787
13 H -3.50714 -2.36215 0.05918
14 H -1.53496 1.76093 1.36272
15 S -1.26741 -1.63799 0.00529
16 H 4.31890 0.26354 -0.13909
17 H -1.91052 1.07329 -0.24132
18 O -0.50248 -2.84712 0.29096
19 O -1.55264 -1.35722 -1.36789
20 N 1.21377 -0.54596 -0.88898
21 C 3.30863 -0.11118 -0.13628
22 H 0.22768 1.56988 -1.99642
23 C -3.00093 -1.80694 0.75642
24 H 2.74536 -0.53778 -2.17605

These are the natural (NBO) partial charges, in e, on atoms 1 to 8:
1. H 0.223
2. C -0.512
3. C 0.130
4. C -0.377
5. C -0.244
6. H 0.247
7. C -0.354
8. H 0.235

***

[8]
Entry from the Open Molecules 2025 dataset: a single C8H11NO3 molecule at a distorted geometry (the ωB97M-V functional and the def2-TZVPD basis).

Summary:
DFT total energy: -591.677671 a.u.
Relative energy (zero: lowest compared OMol25 entry of this formula, charge and spin): 156.35 kcal per mole
Molar mass: 169.18 Da
Net charge: 0
Gap between HOMO and LUMO: 8.97 eV

Geometry (Å):
1 H -3.80219 -0.97366 0.14686
2 C -0.20622 1.38468 -0.12411
3 O 2.56788 -1.63395 -0.32334
4 H 2.10252 -2.55783 -0.74562
5 H -2.29676 -2.26598 -0.04380
6 N -2.29567 -0.67516 1.70463
7 C -2.14597 -0.20781 -0.70337
8 O -2.90667 1.09881 -0.63125
9 H 1.47738 2.47451 0.70585
10 C -0.72432 0.00228 -0.27015
11 H -0.04739 -2.07085 -1.00898
12 C 1.54667 -0.52337 -0.25205
13 C 0.16845 -0.81898 -0.67284
14 C -2.65428 -1.11201 0.24643
15 C 1.10152 1.59538 0.18870
16 H 3.86490 -0.28475 0.35881
17 H -2.27615 -0.50402 -1.59291
18 C 2.10109 0.48757 0.14190
19 O 3.30688 0.69167 0.55776
20 H -0.78162 2.28116 0.06525
21 H -2.52782 1.68259 -1.44485
22 H -2.71300 -1.23345 2.29271
23 H -2.43942 0.38917 1.72667

These are the natural (NBO) partial charges, in e, on atoms 1 to 8:
1. H 0.205
2. C -0.251
3. O -0.777
4. H 0.491
5. H 0.210
6. N -0.848
7. C 0.035
8. O -0.742